# 1
Entry from the OMol25 dataset: a 3-piece molecular cluster, C5H16N2O3 overall (the ωB97M-V functional and the def2-TZVPD basis).

Element x y z (Å)
C -1.01461 -0.21353 1.05091
C 0.07052 0.71461 0.49227
C -0.26593 2.17276 0.85943
C 0.13825 2.45185 2.27922
O -0.62118 2.39162 3.21235
N 0.23347 0.63215 -0.95656
C 0.93267 -0.55694 -1.41048
N 0.49419 -0.86298 -2.77099
H -0.68718 -1.25476 1.09385
H -1.29690 0.06267 2.06820
H -1.90408 -0.18255 0.42572
H 1.02955 0.46418 0.95581
H 0.26701 2.84195 0.18167
H -1.32752 2.38675 0.71958
H 1.21137 2.67738 2.45049
H -0.65707 0.71572 -1.42752
H 2.01130 -0.37028 -1.37250
H 0.72514 -1.43573 -0.79026
H 0.67823 -0.06750 -3.36806
H 0.93409 -1.69387 -3.14615
O 1.99658 -2.12153 1.81982
H 1.42894 -1.53809 1.28494
H 1.61886 -2.04818 2.72181
O -2.30775 -1.48856 -2.02313
H -1.44074 -1.22018 -2.36977
H -2.24723 -2.45696 -1.98063

Results
ΔE to the lowest compared entry with this formula, charge and spin = 1.623 eV
orbital gap = 0.3663 hartree
total energy = -14566.7743 eV
SMILES string = C[C@H](CC=O)NCN.O.O

# 2
Entry from the OMol25 dataset: C7H11B as an isolated structure in a non-equilibrium geometry (the ωB97M-V functional and the def2-TZVPD basis).

Element x y z (Å)
B 0.51518 -0.63770 1.94737
C 0.70936 0.29672 -0.24458
C -0.32086 -0.56185 -0.26890
C 1.37707 0.28800 1.10362
C -0.69082 -0.54204 2.85771
C -0.48116 -1.29666 1.01001
C 1.19401 1.19416 -1.33460
C -1.24905 -0.82246 -1.52666
H 1.31101 1.35421 1.47315
H 2.48232 0.13088 1.01404
H -1.13069 -1.39475 3.27662
H -1.19246 0.34371 3.04282
H -1.25989 -2.19397 1.00376
H 1.02756 2.39423 -1.18451
H 0.75321 0.87145 -2.29182
H 2.35982 1.22231 -1.34185
H -2.08484 -1.40512 -1.13020
H -0.41936 -1.21853 -2.16036
H -1.61426 0.13807 -2.06191

Results
spin multiplicity = 3
ΔE to the lowest compared entry with this formula, charge and spin = 0.821 eV
orbital gap (spin up / spin down) = 0.2037 / 0.2825 hartree
total energy = -8107.1320 eV
⟨S²⟩ = 2.0129

# 3
Entry from the OMol25 dataset: C7H7AlO5S as an isolated structure in a non-equilibrium geometry (the ωB97M-V functional and the def2-TZVPD basis).

Element x y z (Å)
O -1.55275 -3.83445 -0.86887
C -0.98815 -2.97952 -1.36070
Al 0.85217 0.74179 -0.12744
O 2.99502 -1.74272 -0.28599
C 2.17469 -0.91310 -0.53200
C 2.29204 2.14253 -0.70222
O 2.88780 2.92566 -1.29593
C 0.08178 0.09728 -1.87283
O 0.20172 1.41250 -1.72037
C 1.27185 -0.75883 -1.91749
O 1.73894 -1.33533 -2.89453
H -0.90463 -0.30499 -2.16820
C -0.33837 1.42469 2.34313
S -0.28195 -0.27356 1.53942
C -2.10935 -0.41138 1.13218
H 0.50128 2.03057 1.95356
H -0.17158 1.23499 3.41537
H -1.30125 1.92433 2.16385
H -2.39325 -1.45192 1.34998
H -2.67287 0.27689 1.78635
H -2.28314 -0.20546 0.06270

Results
total charge = +2
ΔE to the lowest compared entry with this formula, charge and spin = 0.373 eV
orbital gap (spin up / spin down) = 0.2734 / 0.2411 hartree
total energy = -35019.3784 eV

# 4
Entry from the OMol25 dataset: CrHO3S as an isolated structure in a non-equilibrium geometry (the ωB97M-V functional and the def2-TZVPD basis).

Element x y z (Å)
S 0.62742 0.85671 0.59244
O 1.16593 1.58196 -0.51997
O 0.07028 -0.47701 0.23772
Cr -1.46725 -1.15496 -0.78653
O -0.12416 1.52567 1.62246
H -0.27222 -2.33235 -1.14612

Results
total charge = +2
spin multiplicity = 4
orbital gap (spin up / spin down) = 0.2763 / 0.3400 hartree
total energy = -45387.6433 eV
⟨S²⟩ = 4.1795

# 5
Entry from the OMol25 dataset: a 2-piece molecular cluster, C3H10NOS overall (the ωB97M-V functional and the def2-TZVPD basis).

Element x y z (Å)
C -1.96130 -0.80037 1.01269
N -2.17509 0.25848 0.01632
C -0.90853 0.94817 -0.31648
C -0.06238 0.26772 -1.39466
S 1.73186 0.07554 -1.01566
H -2.92582 -1.14989 1.37892
H -1.39709 -0.39804 1.85198
H -1.39163 -1.65009 0.62397
H -2.45129 -0.22435 -0.83218
H -1.16140 1.95668 -0.64379
H -0.33166 1.05980 0.60007
H -0.11543 0.81437 -2.34849
H -0.44887 -0.73767 -1.63068
H 0.87508 -0.22913 2.29975
H 2.06849 -0.17365 1.36917
O 1.81462 -0.43228 2.28048

Results
total charge = -1
ΔE to the lowest compared entry with this formula, charge and spin = 0.725 eV
orbital gap = 0.2428 hartree
total energy = -17646.7173 eV

# 6
Entry from the OMol25 dataset: C12H14IrN3O8P2S6 as an isolated structure (the ωB97M-V functional and the def2-TZVPD basis).

Element x y z (Å)
Ir 1.15328 -0.79310 2.95225
S 0.80150 0.23069 7.35392
C 0.91396 -0.14319 5.74127
S 2.18684 0.31939 4.66651
S -0.20579 -1.06168 4.79569
O 2.26638 -3.63468 1.19832
P 3.04650 -3.37756 2.59338
O 3.60177 -4.63552 3.11067
O 2.15570 -2.54469 3.48947
O 4.23876 -2.37460 2.07097
P 3.99546 -1.10898 1.10392
O 3.71225 -1.84577 -0.34612
O 5.23120 -0.31927 0.96859
O 2.68336 -0.46216 1.46672
H 2.81694 -3.41131 0.43416
H 4.53830 -1.79683 -0.83952
C -1.75599 -1.33959 -1.45320
N -0.98827 -2.04726 -0.45297
C -0.17157 -3.16274 -0.89349
C -0.88705 -1.57133 0.78740
O -0.20084 -2.06887 1.68260
H -2.51870 -1.99111 -1.88906
H -1.09756 -0.98814 -2.25292
H -2.24572 -0.48053 -0.99671
H -0.80588 -3.97062 -1.26808
H 0.42497 -3.51200 -0.05537
H 0.48668 -2.82610 -1.69860
H -1.49761 -0.67901 0.97101
S 0.68073 1.31430 -3.36295
C 0.28231 1.54628 -1.74908
S 1.16031 0.81559 -0.44831
C -0.01681 1.43367 0.71204
N -0.94970 2.14420 0.14371
N -0.74788 2.23606 -1.22294
C -1.76141 2.93000 -1.93648
C -1.45428 3.71632 -3.03943
C -2.47105 4.38610 -3.70301
C -3.78573 4.28497 -3.27121
C -4.08011 3.51227 -2.15641
C -3.07356 2.83636 -1.48564
S -0.04655 1.15408 2.41063
H -0.43107 3.78995 -3.37233
H -2.22771 4.99678 -4.56364
H -4.57427 4.81175 -3.79430
H -5.10004 3.43544 -1.80066
H -3.28205 2.25239 -0.60084

Results
total charge = -2
ΔE to the lowest compared entry with this formula, charge and spin = 0.000 eV
orbital gap = 0.2214 hartree
total energy = -119962.2324 eV

Repeat the sixth record exactly.
Entry from the OMol25 dataset: C12H14IrN3O8P2S6 as an isolated structure (the ωB97M-V functional and the def2-TZVPD basis).

Element x y z (Å)
Ir 1.15328 -0.79310 2.95225
S 0.80150 0.23069 7.35392
C 0.91396 -0.14319 5.74127
S 2.18684 0.31939 4.66651
S -0.20579 -1.06168 4.79569
O 2.26638 -3.63468 1.19832
P 3.04650 -3.37756 2.59338
O 3.60177 -4.63552 3.11067
O 2.15570 -2.54469 3.48947
O 4.23876 -2.37460 2.07097
P 3.99546 -1.10898 1.10392
O 3.71225 -1.84577 -0.34612
O 5.23120 -0.31927 0.96859
O 2.68336 -0.46216 1.46672
H 2.81694 -3.41131 0.43416
H 4.53830 -1.79683 -0.83952
C -1.75599 -1.33959 -1.45320
N -0.98827 -2.04726 -0.45297
C -0.17157 -3.16274 -0.89349
C -0.88705 -1.57133 0.78740
O -0.20084 -2.06887 1.68260
H -2.51870 -1.99111 -1.88906
H -1.09756 -0.98814 -2.25292
H -2.24572 -0.48053 -0.99671
H -0.80588 -3.97062 -1.26808
H 0.42497 -3.51200 -0.05537
H 0.48668 -2.82610 -1.69860
H -1.49761 -0.67901 0.97101
S 0.68073 1.31430 -3.36295
C 0.28231 1.54628 -1.74908
S 1.16031 0.81559 -0.44831
C -0.01681 1.43367 0.71204
N -0.94970 2.14420 0.14371
N -0.74788 2.23606 -1.22294
C -1.76141 2.93000 -1.93648
C -1.45428 3.71632 -3.03943
C -2.47105 4.38610 -3.70301
C -3.78573 4.28497 -3.27121
C -4.08011 3.51227 -2.15641
C -3.07356 2.83636 -1.48564
S -0.04655 1.15408 2.41063
H -0.43107 3.78995 -3.37233
H -2.22771 4.99678 -4.56364
H -4.57427 4.81175 -3.79430
H -5.10004 3.43544 -1.80066
H -3.28205 2.25239 -0.60084

Results
total charge = -2
ΔE to the lowest compared entry with this formula, charge and spin = 0.000 eV
orbital gap = 0.2214 hartree
total energy = -119962.2324 eV

> total energy of number 4 (CrHO3S)?

-45387.6433 eV

> Number 6 is which compound?

C12H14IrN3O8P2S6